No. 1
DFT (ωB97M-V with the def2-TZVPD basis set) results for a cluster of 11 separate species, C30H53N7O12 in total at a distorted geometry.

The LUMO energy is 0.09 eV. For the HOMO energy, the calculation gives -10.3 eV. The charge is 0.

Last column: Löwdin charge in e.
CARTESIAN COORDINATES (ANGSTROEM)
C 4.723 3.159 -3.072  -0.069
C 4.936 2.226 -1.864  -0.133
O 4.963 3.131 -0.636  0.028
C 4.703 2.577 0.538  -0.632
O 4.675 1.395 0.854  0.080
O 4.452 3.558 1.373  -0.004
C 4.161 3.245 2.743  -0.035
H 3.883 3.885 -2.977  0.089
H 4.548 2.534 -3.972  0.079
H 5.598 3.770 -3.253  0.064
H 5.796 1.558 -1.927  0.126
H 4.016 1.615 -1.785  0.099
H 3.101 3.365 2.904  0.037
H 4.756 3.975 3.313  0.099
H 4.451 2.213 3.020  0.096
C -4.547 -5.789 -4.920  -0.067
C -4.302 -4.384 -4.374  -0.190
O -2.872 -4.072 -4.355  0.047
C -2.415 -3.937 -3.100  -0.576
O -2.982 -4.167 -2.037  0.089
O -1.253 -3.294 -3.205  -0.005
C -0.526 -3.024 -1.981  -0.024
H -4.083 -5.892 -5.902  0.077
H -5.601 -6.039 -4.929  0.072
H -4.088 -6.597 -4.314  0.084
H -4.743 -4.153 -3.424  0.109
H -4.800 -3.769 -5.093  0.109
H 0.374 -2.589 -2.428  0.074
H -0.293 -3.940 -1.326  0.121
H -1.021 -2.305 -1.336  0.078
C 2.724 -0.892 -3.341  -0.069
C 1.713 -0.499 -4.385  -0.189
O 2.325 0.386 -5.357  0.026
C 2.874 -0.110 -6.455  -0.606
O 2.885 -1.297 -6.843  0.069
O 3.396 0.892 -7.130  -0.009
C 4.220 0.415 -8.265  -0.008
H 3.173 -0.016 -2.877  0.056
H 3.553 -1.504 -3.707  0.095
H 2.207 -1.386 -2.578  0.017
H 0.914 0.082 -3.915  0.092
H 1.389 -1.397 -4.892  0.117
H 3.581 0.074 -9.110  0.106
H 4.896 -0.345 -7.853  0.096
H 4.799 1.316 -8.517  0.092
C -0.619 -0.995 5.389  -0.060
C -2.027 -1.081 4.847  -0.187
O -2.564 -2.457 4.705  0.033
C -3.337 -2.920 5.664  -0.615
O -3.606 -2.344 6.735  0.067
O -3.836 -4.084 5.322  0.001
C -4.790 -4.647 6.282  0.000
H -0.328 0.060 5.232  0.070
H 0.124 -1.605 4.854  0.074
H -0.701 -1.206 6.456  0.080
H -2.148 -0.660 3.846  0.109
H -2.654 -0.486 5.506  0.113
H -5.596 -3.954 6.380  0.084
H -4.262 -4.776 7.261  0.116
H -5.146 -5.522 5.801  0.080
C -4.052 2.680 1.589  -0.076
C -3.920 1.335 1.037  -0.298
N -3.780 0.287 0.626  0.131
H -4.431 2.568 2.607  0.084
H -4.542 3.389 0.955  0.067
H -3.047 3.101 1.658  0.059
C 0.128 1.169 1.167  -0.030
C 0.253 0.943 -0.359  -0.203
N 0.210 0.711 -1.483  0.149
H -0.391 2.090 1.302  0.046
H 1.162 1.262 1.529  0.067
H -0.348 0.272 1.577  0.043
C -0.127 3.336 6.620  -0.055
C 0.663 3.137 5.397  -0.271
N 1.276 2.953 4.452  0.149
H -0.408 2.392 7.100  0.082
H -0.975 3.942 6.336  0.078
H 0.545 3.938 7.285  0.102
C -0.543 6.313 1.182  -0.081
C -1.025 7.180 2.271  -0.285
N -1.450 7.746 3.196  0.109
H 0.507 5.974 1.389  0.094
H -0.425 6.745 0.168  0.086
H -1.334 5.550 1.153  0.063
C 3.237 -1.996 2.066  -0.076
C 3.491 -2.370 0.680  -0.278
N 3.651 -2.637 -0.419  0.137
H 3.941 -1.144 2.301  0.095
H 3.466 -2.805 2.719  0.063
H 2.212 -1.647 2.238  0.038
C -2.194 -3.859 1.468  -0.052
C -1.090 -3.011 1.781  -0.255
N -0.183 -2.330 1.919  0.174
H -2.081 -4.243 0.457  0.062
H -3.204 -3.490 1.495  0.089
H -2.251 -4.741 2.119  0.096
C -1.775 2.756 -3.613  -0.054
C -2.277 3.388 -2.347  -0.249
N -2.635 3.868 -1.367  0.122
H -2.602 2.734 -4.317  0.075
H -1.358 1.779 -3.425  0.045
H -1.064 3.439 -4.100  0.085

***

No. 2
DFT (ωB97M-V with the def2-TZVPD basis set) results for a structure of composition C43H53BF2GeMnN5O2PS2 at a distorted geometry.

As for the expectation value of S²: 6.25. The multiplicity is 5. The LUMO energy (spin up / spin down) is 2.43 / 2.43 eV. For the HOMO energy (spin up / spin down), the calculation gives -4.6 / -4.3 eV. For the relative energy (zero: lowest compared OMol25 entry of this formula, charge and spin), the calculation gives 0.000 eV. The charge is -1.

Last column: Löwdin spin population.
CARTESIAN COORDINATES (ANGSTROEM)
Mn -0.108 0.184 0.254  4.095
S 1.082 -0.165 2.858  0.018
C 2.321 0.003 1.760  0.011
N 2.138 0.355 0.508  0.029
C 3.276 0.320 -0.233  0.003
C 3.350 0.526 -1.606  0.000
C 4.576 0.419 -2.232  0.000
C 5.729 0.128 -1.509  0.000
C 5.675 -0.093 -0.144  0.000
C 4.447 -0.008 0.484  0.002
S 4.050 -0.303 2.158  0.004
H 2.441 0.734 -2.149  0.000
H 4.643 0.555 -3.302  0.000
H 6.680 0.060 -2.020  0.000
H 6.563 -0.338 0.421  0.000
F -0.448 0.080 -2.877  -0.040
B -0.588 -0.426 -1.609  -0.187
F 0.594 -1.191 -1.289  -0.012
O -1.747 -1.380 -1.602  -0.033
C -1.921 -2.009 -0.484  -0.003
O -1.308 -1.741 0.555  0.021
C -2.972 -3.088 -0.475  0.000
C -2.592 -4.126 0.564  0.000
Ge -2.644 -3.484 2.486  0.000
C -4.584 -3.618 2.975  0.000
C -5.301 -4.785 2.738  0.000
C -6.635 -4.893 3.088  0.000
C -7.284 -3.824 3.684  0.000
C -6.582 -2.659 3.941  0.000
C -5.246 -2.562 3.590  0.000
C -1.733 -4.956 3.475  0.000
C -2.380 -5.733 4.427  0.000
C -1.717 -6.748 5.096  0.000
C -0.382 -6.997 4.826  0.000
C 0.285 -6.221 3.893  0.000
C -0.389 -5.212 3.228  0.000
C -2.084 -1.790 3.348  0.000
C -2.455 -0.551 2.850  0.001
C -2.193 0.602 3.568  0.001
C -1.582 0.524 4.807  0.000
C -1.193 -0.709 5.302  0.001
C -1.436 -1.858 4.572  0.000
H -3.063 -3.509 -1.480  0.000
H -3.925 -2.617 -0.213  0.000
H -1.590 -4.500 0.353  0.000
H -3.288 -4.964 0.510  0.000
H -4.801 -5.628 2.277  0.000
H -7.176 -5.810 2.894  0.000
H -8.328 -3.902 3.956  0.000
H -7.078 -1.821 4.414  0.000
H -4.700 -1.650 3.794  0.000
H -3.422 -5.539 4.648  0.000
H -2.238 -7.347 5.832  0.000
H 0.141 -7.790 5.346  0.000
H 1.331 -6.400 3.687  0.000
H 0.134 -4.596 2.508  0.000
H -2.943 -0.493 1.888  0.000
H -2.464 1.560 3.151  0.000
H -1.391 1.424 5.375  0.000
H -0.675 -0.773 6.250  0.000
H -1.104 -2.819 4.945  0.000
N -1.141 1.777 0.173  0.027
P -1.872 3.130 0.165  0.036
N -1.139 4.482 0.941  0.004
C -0.010 5.026 0.210  0.000
C 1.235 4.145 0.312  0.001
C 1.628 4.004 1.777  0.000
C 0.447 3.431 2.552  0.000
C -0.805 4.283 2.339  0.000
N -3.359 3.083 0.974  0.005
C -4.124 1.876 0.785  0.002
C -5.420 2.164 0.033  0.000
C -6.239 3.173 0.833  0.000
C -5.417 4.439 1.058  0.000
C -4.062 4.107 1.697  0.001
N -2.239 3.769 -1.368  0.006
C -1.581 3.244 -2.548  0.001
C -2.441 3.484 -3.802  0.000
C -3.898 3.700 -3.408  0.000
C -4.028 4.960 -2.547  0.000
C -2.840 5.063 -1.566  0.001
H 0.207 6.022 0.625  0.000
H -0.294 5.146 -0.835  0.000
H 2.047 4.582 -0.275  0.000
H 0.993 3.154 -0.096  0.001
H 1.898 4.989 2.178  0.000
H 2.493 3.346 1.875  0.000
H 0.677 3.378 3.619  0.000
H 0.240 2.417 2.188  0.000
H -0.660 5.278 2.790  0.000
H -1.654 3.802 2.829  0.000
H -4.376 1.430 1.758  0.000
H -3.482 1.183 0.231  0.001
H -5.983 1.239 -0.111  0.000
H -5.178 2.583 -0.944  0.000
H -6.509 2.737 1.799  0.000
H -7.162 3.420 0.304  0.000
H -5.957 5.130 1.710  0.000
H -5.259 4.933 0.100  0.000
H -4.245 3.764 2.731  0.000
H -3.432 4.997 1.734  0.000
H -1.417 2.181 -2.363  0.000
H -0.594 3.707 -2.698  0.000
H -2.352 2.630 -4.472  0.000
H -2.081 4.366 -4.340  0.000
H -4.226 2.829 -2.841  0.000
H -4.528 3.791 -4.298  0.000
H -4.975 4.928 -2.004  0.000
H -4.047 5.845 -3.187  0.000
H -3.162 5.445 -0.597  0.000
H -2.102 5.775 -1.971  0.000

***

One value per record, in order, for calculated total energy: -66967.6160, -181913.2835 eV.
One value per record, in order, for molecular weight: 703.79, 943.39 Da.